Entry from OMol25: 9 unconnected molecules or ions with the total composition C63H133N5O17 in a non-equilibrium geometry (ωB97M-V with the def2-TZVPD basis set).

## Properties
strongest force on any atom	3.48	eV Å⁻¹
frontier orbital gap	8.342	eV
SMILES string	CC1(C)CCCC(C)(C)N1O.CC1(C)CCCC(C)(C)N1O.CC1(C)CCCC(C)(C)N1O.CC1(C)CCCC(C)(C)N1O.CC1(C)CCCC(C)(C)N1O.CCOC(=O)OC.CCOC(=O)OC.CCOC(=O)OC.COCCOCCOC
energy relative to the best compared isomer or geometry (same formula, charge and spin)	0.000	eV
DFT total energy	-109736.8907	eV
net charge	0
HOMO	-7.911	eV

Each line ends with the Löwdin charge.
CARTESIAN COORDINATES (ANGSTROEM)
C1 15.1115 21.6752 20.8023  0.00
C2 13.9597 20.6248 20.4277  -0.49
C3 12.9724 20.3748 21.5781  -0.14
C4 12.0346 21.5230 21.8388  -0.16
C5 11.3178 21.9422 20.4820  -0.09
C6 12.3399 22.1843 19.2896  -0.48
N1 13.2237 20.9792 19.2138  -0.05
O1 14.0980 20.9352 18.0168  -0.04
C7 11.5478 22.2002 18.0119  -0.06
C8 13.0922 23.5114 19.4665  -0.03
C9 14.6802 19.3251 20.1851  -0.05
H1 14.6359 22.5233 21.2834  0.05
H2 15.6416 22.0388 19.9485  0.07
H3 15.8099 21.2481 21.5096  0.06
H4 12.4090 19.4557 21.3972  0.12
H5 13.5568 20.1755 22.5034  0.12
H6 12.4931 22.4327 22.2218  0.10
H7 11.3082 21.1785 22.5610  0.10
H8 10.7448 22.8291 20.6600  0.10
H9 10.5253 21.2541 20.1957  0.11
H10 12.1316 22.3555 17.1036  0.07
H11 11.1796 21.1830 17.7654  0.08
H12 10.7507 22.9069 17.8878  0.08
H13 12.5303 24.3535 19.1022  0.08
H14 13.3659 23.7500 20.4840  0.06
H15 13.9422 23.4924 18.8025  0.08
H16 15.5447 19.4689 19.5510  0.09
H17 13.9856 18.5921 19.7936  0.07
H18 14.9800 18.9146 21.1630  0.08
H19 14.0538 19.9955 17.7319  0.05
C10 10.8587 18.1392 16.7739  -0.02
C11 11.7855 17.0283 16.3106  -0.52
C12 11.2106 16.3633 15.0550  -0.14
C13 11.3213 17.1875 13.7873  -0.19
C14 12.7601 17.6653 13.5986  -0.15
C15 13.3618 18.3607 14.8056  -0.44
N2 13.1385 17.4884 15.9866  -0.06
O2 13.6981 18.2250 17.0822  -0.08
C16 14.9392 18.5606 14.6665  -0.03
C17 12.7118 19.8266 14.8631  0.00
C18 11.9164 16.0040 17.4377  -0.03
H20 9.9045 17.6943 17.1730  0.11
H21 10.6554 18.8182 15.9793  0.06
H22 11.3166 18.5479 17.6559  0.07
H23 11.7406 15.4312 14.8399  0.10
H24 10.1175 16.1532 15.1990  0.14
H25 10.6079 17.9812 13.7337  0.09
H26 11.0802 16.5249 12.9354  0.11
H27 12.7998 18.2453 12.6709  0.13
H28 13.2809 16.7230 13.3549  0.11
H29 15.4027 19.2406 15.3994  0.07
H30 15.4340 17.5367 14.6577  0.08
H31 15.1411 18.9344 13.6554  0.08
H32 12.6000 20.2702 15.8474  0.05
H33 13.3828 20.4491 14.2661  0.08
H34 11.7403 19.7384 14.3770  0.06
H35 11.0000 15.4049 17.5549  0.10
H36 12.1009 16.4733 18.4047  0.07
H37 12.7223 15.3336 17.2139  0.06
H38 14.2872 17.6945 17.6594  0.07
C19 20.5927 11.6312 17.4912  -0.03
C20 20.5118 12.5037 16.2040  -0.52
C21 21.9130 12.9433 15.7767  -0.13
C22 21.7943 13.5327 14.3513  -0.18
C23 21.4032 12.4140 13.3587  -0.15
C24 20.0006 11.9329 13.6748  -0.44
N3 19.9514 11.6055 15.1675  -0.03
O3 18.4920 11.3205 15.4811  -0.04
C25 18.9090 12.8790 13.0984  -0.02
C26 19.8386 10.4476 12.9923  -0.01
C27 19.6822 13.8053 16.5257  -0.02
H39 19.5525 11.5946 17.8909  0.06
H40 21.2606 12.1436 18.2275  0.10
H41 20.8170 10.5868 17.3086  0.08
H42 22.1149 13.6722 16.5965  0.12
H43 22.6773 12.1641 15.7695  0.12
H44 22.7898 13.9139 14.0632  0.11
H45 21.1241 14.3824 14.2449  0.09
H46 22.2491 11.6642 13.3757  0.14
H47 21.3794 12.8628 12.3772  0.11
H48 19.1116 13.0929 12.0992  0.06
H49 17.9648 12.3740 13.2282  0.07
H50 18.7907 13.8372 13.5896  0.06
H51 19.7586 10.3737 11.9389  0.06
H52 20.6613 9.9245 13.4925  0.08
H53 18.9397 9.9837 13.4094  0.06
H54 20.1979 14.5403 17.1984  0.10
H55 18.6698 13.4606 16.7998  0.07
H56 19.5651 14.4328 15.5945  0.07
H57 18.4832 10.4041 15.2507  0.06
C28 20.0499 19.0012 13.9944  -0.04
C29 19.3577 19.6789 15.1572  -0.51
C30 18.3699 18.6114 15.7550  -0.08
C31 19.0958 17.4551 16.5547  -0.14
C32 20.0139 18.0822 17.6332  -0.13
C33 21.0052 19.1433 17.0583  -0.49
N4 20.2859 20.1616 16.2338  -0.08
O4 21.2384 21.0887 15.6618  -0.05
C34 21.5656 19.9421 18.2966  -0.04
C35 22.1486 18.4361 16.3284  -0.04
C36 18.7268 20.9590 14.6286  -0.04
H58 19.2955 18.8719 13.2279  0.09
H59 20.4683 18.0866 14.3526  0.05
H60 20.8870 19.6259 13.6677  0.09
H61 17.6704 19.0383 16.4760  0.11
H62 17.7598 18.2360 14.9095  0.11
H63 19.7688 16.9385 15.9467  0.06
H64 18.3721 16.7805 17.0368  0.09
H65 20.6922 17.2667 17.9820  0.13
H66 19.3860 18.4467 18.4321  0.10
H67 22.4482 20.5623 18.0702  0.08
H68 20.7821 20.5459 18.8249  0.09
H69 21.8917 19.1409 19.0240  0.08
H70 21.8550 17.5115 15.7945  0.08
H71 22.5803 19.1618 15.6407  0.08
H72 22.9705 18.1478 16.9752  0.08
H73 18.4141 21.5876 15.4679  0.09
H74 17.8755 20.7526 14.0239  0.07
H75 19.4896 21.4447 13.9877  0.09
H76 20.9244 21.9747 15.9093  0.11
C37 15.0516 13.6753 20.9522  -0.01
C38 13.6594 14.3417 21.1047  -0.49
C39 12.6233 13.6247 20.1593  -0.10
C40 12.1825 12.3106 20.8343  -0.17
C41 11.4247 12.7121 22.0701  -0.14
C42 12.3181 13.3460 23.1474  -0.52
N5 13.1303 14.3480 22.4391  -0.11
O5 14.0529 14.8129 23.3831  -0.04
C43 11.5277 14.0529 24.2045  -0.03
C44 13.1438 12.1991 23.7602  -0.02
C45 13.8029 15.8132 20.6617  -0.02
H77 15.3013 13.6524 19.8784  0.09
H78 15.0189 12.6715 21.3287  0.06
H79 15.8437 14.2554 21.4542  0.07
H80 11.8390 14.2883 19.9606  0.09
H81 13.1553 13.4393 19.2674  0.09
H82 13.0698 11.6755 21.0198  0.10
H83 11.6196 11.6371 20.1461  0.12
H84 10.9452 11.8266 22.4798  0.12
H85 10.6167 13.3518 21.7314  0.12
H86 12.1246 14.3765 25.0619  0.08
H87 11.1991 14.9405 23.6818  0.09
H88 10.7420 13.4678 24.6667  0.09
H89 13.6961 11.7886 22.9179  0.06
H90 13.8503 12.4491 24.4933  0.06
H91 12.4589 11.3899 24.1413  0.11
H92 14.5769 16.3084 21.3103  0.09
H93 12.8515 16.3431 20.8863  0.10
H94 14.1395 15.9173 19.6727  0.04
H95 14.7479 14.1001 23.5031  0.12
C46 18.4514 12.4317 20.3307  -0.04
C47 18.7529 13.4728 21.4054  -0.22
O6 19.9371 14.1882 21.0649  0.04
C48 20.3335 15.1098 21.9590  -0.58
O7 19.7952 15.3836 23.0227  0.11
O8 21.3646 15.7507 21.3975  -0.02
C49 22.0671 16.7282 22.1836  -0.01
H96 19.2857 11.7931 20.2591  0.06
H97 18.3572 12.9253 19.3718  0.06
H98 17.5154 11.9469 20.5386  0.07
H99 18.8543 12.9542 22.3805  0.14
H100 17.9145 14.1451 21.4992  0.08
H101 23.0073 16.8323 21.6785  0.09
H102 22.0982 16.4217 23.2227  0.10
H103 21.4467 17.6111 22.1068  0.08
C50 15.9622 14.1664 14.9643  -0.04
C51 15.3454 14.5652 16.3052  -0.21
O9 16.3387 14.6387 17.2992  0.03
C52 16.5176 15.7103 18.0908  -0.61
O10 15.9595 16.7719 17.8747  0.07
O11 17.3286 15.4919 19.0864  0.01
C53 17.6117 16.6866 19.8961  0.04
H104 15.1750 13.8968 14.3143  0.04
H105 16.5294 13.2631 15.1093  0.06
H106 16.4961 14.9828 14.5248  0.07
H107 14.6182 13.7426 16.5697  0.14
H108 14.7574 15.4872 16.1572  0.10
H109 16.9769 17.4995 19.6152  0.07
H110 18.6506 16.9210 19.6811  0.08
H111 17.3763 16.3391 20.9161  0.10
C54 18.4350 20.8289 22.8039  -0.06
C55 18.5651 19.3477 23.0852  -0.20
O12 17.2509 18.7932 22.9397  -0.01
C56 16.5660 18.7811 24.0993  -0.55
O13 16.9517 19.2730 25.1376  0.12
O14 15.3788 18.1289 23.8794  -0.04
C57 14.5255 17.9568 25.0136  -0.04
H112 19.2733 21.4198 23.2814  0.09
H113 17.5660 21.1997 23.3278  0.07
H114 18.5421 21.2088 21.7641  0.08
H115 18.8895 19.1352 24.0851  0.11
H116 19.1213 18.7039 22.3979  0.11
H117 15.0404 17.5641 25.8760  0.09
H118 13.7819 17.2384 24.6444  0.09
H119 14.1266 18.9658 25.2963  0.11
C58 9.1711 10.5138 9.9587  -0.15
O15 10.1200 9.5571 10.1653  -0.18
C59 10.0529 9.0445 11.5235  -0.20
C60 10.5444 9.9849 12.5762  -0.16
O16 9.4816 10.9268 12.9868  -0.14
C61 9.9332 11.9581 13.7898  -0.22
C62 10.9898 12.9446 13.2276  -0.21
O17 12.2643 12.3893 13.0638  -0.20
C63 13.1230 13.1272 12.2004  -0.09
H120 9.2399 11.3748 10.6428  0.08
H121 8.2138 10.0995 10.2840  0.09
H122 9.2458 10.7097 8.9083  0.09
H123 10.7849 8.2059 11.5112  0.13
H124 9.0814 8.5544 11.8090  0.14
H125 11.4040 10.5365 12.1147  0.13
H126 10.9316 9.3872 13.4444  0.14
H127 10.3407 11.6332 14.7398  0.12
H128 9.0454 12.5720 14.0391  0.14
H129 11.0550 13.7075 13.9845  0.09
H130 10.5788 13.3893 12.2641  0.15
H131 13.4910 14.0383 12.7302  0.07
H132 12.6213 13.4480 11.3028  0.08
H133 14.0688 12.5959 11.9614  0.10



Entry from OMol25: a single C6H13N molecule in a non-equilibrium geometry (ωB97M-V with the def2-TZVPD basis set).

## Properties
strongest force on any atom	6.28	eV Å⁻¹
frontier orbital gap	10.800	eV
SMILES string	[H]/N=C/[C@@H](C)C(C)C
energy relative to the best compared isomer or geometry (same formula, charge and spin)	1.535	eV
DFT total energy	-7921.2979	eV
net charge	0
HOMO	-9.724	eV

Each line ends with the Löwdin charge.
CARTESIAN COORDINATES (ANGSTROEM)
C1 1.4745 -0.4002 -0.2892  -0.29
C2 0.6207 1.9237 0.1108  -0.06
C3 -1.7773 0.3580 -0.5773  -0.06
C4 -0.7616 -1.7181 0.2872  -0.10
C5 0.5748 0.4373 0.5645  -0.33
C6 -0.8382 -0.2328 0.4457  -0.41
N1 2.5629 -0.8702 0.1756  0.10
H1 1.2214 -0.4051 -1.4252  0.15
H2 0.1443 1.9144 -0.8653  0.06
H3 0.0850 2.6221 0.7668  0.09
H4 1.6531 2.2318 0.0835  0.07
H5 -1.1708 0.3197 -1.4724  0.09
H6 -1.8621 1.3816 -0.2822  0.07
H7 -2.6819 0.0102 -0.7049  0.03
H8 -0.4504 -1.9961 -0.7499  0.10
H9 -1.5165 -2.3567 0.3987  0.03
H10 0.0389 -2.0571 0.9346  0.08
H11 0.9275 0.4082 1.6676  0.16
H12 -1.3471 -0.1584 1.4631  0.15
H13 3.1029 -1.4121 -0.5318  0.06